Record 1
{
  "formula": "CH3PSi",
  "method": "wB97M-V/def2-TZVPD",
  "elements": ["Si", "P", "H", "H", "H", "C"],
  "positions_angstrom": [[0.341, -1.521, -0.445], [0.410, 0.465, 0.935], [1.719, -1.538, -0.693], [-0.007, -0.718, -1.507], [-1.555, 2.026, 1.024], [-0.908, 1.286, 0.685]],
  "homo_lumo_gap_ev": [6.24, 6.24],
  "e_tot_ha": -670.5604,
  "de_lowest_kcal_mol": 64.34,
  "smiles": "C#P=[SiH2]",
  "total_charge": 0,
  "lumo_ev": [-1.67, -1.66]
}

Record 2
{
  "formula": "CH4",
  "method": "wB97M-V/def2-TZVPD",
  "elements": ["H", "H", "H", "C", "H"],
  "positions_angstrom": [[1.255, -0.365, -0.091], [-0.549, -0.446, 0.783], [-0.004, 1.098, 0.107], [0.116, -0.015, -0.089], [-0.818, -0.272, -0.710]],
  "homo_lumo_gap_ev": 12.86,
  "e_tot_ha": -40.4501,
  "de_lowest_kcal_mol": 25.70,
  "smiles": "C",
  "total_charge": 0,
  "lumo_ev": 1.19
}

Record 3
{
  "formula": "CH4AlN2O",
  "method": "wB97M-V/def2-TZVPD",
  "elements": ["N", "H", "Al", "N", "H", "C", "H", "O", "H"],
  "positions_angstrom": [[-7.648, -18.621, -1.227], [-10.616, -19.200, -1.439], [-12.071, -12.086, 1.889], [-9.631, -19.121, -1.648], [-7.064, -18.159, -0.544], [-8.873, -18.281, -1.067], [-7.500, -19.493, -1.715], [-9.361, -17.364, -0.429], [-9.154, -19.896, -2.085]],
  "homo_lumo_gap_ev": 1.93,
  "e_tot_ha": -466.2050,
  "de_lowest_kcal_mol": 2.66,
  "total_charge": 3,
  "lumo_ev": -20.35
}

Record 4
{
  "formula": "CH4BBr",
  "method": "wB97M-V/def2-TZVPD",
  "elements": ["C", "B", "H", "H", "H", "Br", "H"],
  "positions_angstrom": [[-0.162, 0.202, -0.806], [-0.101, -0.569, 0.556], [0.690, 0.187, -1.480], [0.782, -1.309, 0.774], [-1.092, -0.661, 1.176], [0.885, 1.383, 0.949], [-1.002, 0.768, -1.169]],
  "homo_lumo_gap_ev": 9.48,
  "e_tot_ha": -2639.3112,
  "de_lowest_kcal_mol": 46.35,
  "total_charge": 0,
  "lumo_ev": -1.03
}